(1)
Formula: C25H40N2O16S
Source: the OMol25 dataset
Level of theory: ωB97M-V with the def2-TZVPD basis set

Computed properties:
Gap between HOMO and LUMO   9.10 eV
LUMO level   -0.002 Ha

The geometry in ORCA input format:
```
! wB97M-V def2-TZVPD RIJCOSX def2/J DEFGRID3
* xyz 0 1
C 2.041 -3.415 2.015
C 0.653 -3.940 2.306
O 0.428 -4.967 1.317
C 1.495 -5.064 0.509
O 1.549 -5.845 -0.377
O 2.455 -4.191 0.892
H 2.755 -3.680 2.796
H 2.065 -2.352 1.781
H -0.186 -3.250 2.211
H 0.497 -4.420 3.273
C -5.064 -0.682 -3.278
C -3.954 -1.721 -3.333
O -2.780 -1.007 -3.018
C -3.031 0.332 -2.969
O -2.155 1.138 -2.855
O -4.332 0.566 -3.155
H -5.619 -0.743 -2.338
H -5.758 -0.551 -4.101
H -3.888 -2.094 -4.363
H -4.123 -2.602 -2.720
C -2.010 1.529 3.380
C -3.014 0.512 2.765
O -4.270 0.958 3.225
C -4.138 2.178 3.834
O -5.039 2.780 4.288
O -2.853 2.556 3.833
H -1.312 1.755 2.579
H -1.554 1.017 4.225
H -2.785 -0.472 3.183
H -3.024 0.462 1.677
C 1.042 3.574 -0.520
C 0.248 3.571 -1.842
O -1.090 3.412 -1.430
C -1.175 3.251 -0.121
O -2.199 3.122 0.488
O 0.032 3.270 0.467
H 1.356 4.590 -0.274
H 1.899 2.915 -0.437
H 0.632 2.769 -2.473
H 0.399 4.527 -2.339
C -5.392 -4.475 1.254
C -4.238 -4.921 0.362
O -3.956 -3.790 -0.445
C -4.857 -2.835 -0.223
O -4.896 -1.777 -0.771
O -5.802 -3.253 0.647
H -5.117 -4.249 2.287
H -6.198 -5.207 1.242
H -4.406 -5.857 -0.173
H -3.352 -5.175 0.955
C -0.759 -2.647 -0.907
C -1.271 -1.488 -0.086
C -0.591 -0.138 -0.386
C 0.871 -0.251 -0.307
N 2.009 -0.383 -0.203
H 0.329 -2.758 -0.863
H -0.910 -2.525 -1.984
H -1.206 -3.601 -0.630
H -1.065 -1.687 0.974
H -2.353 -1.349 -0.105
H -0.899 0.610 0.345
H -0.861 0.199 -1.389
C 4.244 1.218 -3.156
C 5.407 2.128 -2.796
C 5.101 3.559 -2.336
C 6.283 4.172 -1.740
N 7.173 4.627 -1.175
H 3.633 1.635 -3.958
H 3.593 0.949 -2.322
H 4.675 0.289 -3.533
H 6.056 2.249 -3.672
H 6.105 1.618 -2.128
H 4.389 3.591 -1.495
H 4.539 4.174 -3.040
C 5.432 3.865 2.960
S 4.004 2.832 2.543
O 3.285 3.601 1.467
C 4.798 1.442 1.692
H 5.102 4.831 3.342
H 6.163 4.002 2.167
H 5.875 3.417 3.858
H 5.196 1.788 0.739
H 4.037 0.676 1.577
H 5.633 1.107 2.310
*
```

=====

(2)
Formula: C25H40N5O2S
Source: the OMol25 dataset
Level of theory: ωB97M-V with the def2-TZVPD basis set

Computed properties:
Gap between HOMO and LUMO   7.60 eV
LUMO level   -0.152 Ha

The geometry in ORCA input format:
```
! wB97M-V def2-TZVPD RIJCOSX def2/J DEFGRID3
* xyz 1 1
C 0.097 3.495 -1.974
C 1.253 2.799 -1.759
C 1.230 1.301 -1.413
C 1.220 1.240 0.105
C 0.197 0.719 0.852
C 0.247 0.712 2.246
C 1.433 1.321 2.835
C 2.399 1.826 2.038
S 3.872 2.626 2.745
C 5.026 3.078 1.445
O 3.385 3.858 3.298
O 4.488 1.770 3.708
N 2.268 1.767 0.705
H -0.521 3.216 -2.832
H -0.187 4.284 -1.274
H 2.245 3.274 -1.789
H 0.385 0.769 -1.853
H 2.161 0.815 -1.752
H -0.672 0.300 0.352
H -0.524 0.294 2.886
H 1.559 1.376 3.920
H 4.438 3.569 0.652
H 5.520 2.203 1.009
H 5.735 3.826 1.811
H 3.017 2.148 0.138
C -3.075 -3.880 -0.792
C -3.622 -2.520 -1.217
C -2.793 -1.862 -2.324
C -1.417 -1.640 -1.866
N -0.336 -1.471 -1.495
H -2.071 -3.796 -0.371
H -3.711 -4.323 -0.026
H -3.034 -4.569 -1.638
H -3.660 -1.861 -0.346
H -4.647 -2.641 -1.571
H -3.234 -0.897 -2.600
H -2.771 -2.497 -3.213
C -0.944 1.579 8.225
C 0.571 1.421 8.312
C 1.263 1.542 6.949
C 0.780 0.495 6.033
N 0.413 -0.328 5.320
H -1.395 0.794 7.616
H -1.389 1.516 9.217
H -1.213 2.546 7.794
H 0.803 0.452 8.757
H 0.972 2.185 8.979
H 2.342 1.436 7.063
H 1.063 2.520 6.504
C 3.069 -6.270 -2.240
C 2.887 -4.890 -2.862
C 1.478 -4.324 -2.656
C 0.475 -5.202 -3.277
N -0.312 -5.890 -3.764
H 2.406 -7.005 -2.698
H 4.091 -6.620 -2.385
H 2.868 -6.247 -1.167
H 3.107 -4.948 -3.930
H 3.613 -4.201 -2.422
H 1.400 -3.333 -3.103
H 1.254 -4.231 -1.592
C -2.920 1.683 -5.795
C -4.210 2.435 -5.487
C -4.302 2.887 -4.024
C -4.266 1.723 -3.125
N -4.246 0.809 -2.422
H -2.845 0.760 -5.216
H -2.883 1.408 -6.849
H -2.044 2.299 -5.575
H -5.062 1.797 -5.728
H -4.275 3.313 -6.131
H -5.232 3.431 -3.854
H -3.473 3.550 -3.775
*
```

=====

(3)
Formula: C25H40NOSSiZr
Source: the OMol25 dataset
Level of theory: ωB97M-V with the def2-TZVPD basis set

Computed properties:
Gap between HOMO and LUMO   4.80 eV
LUMO level   -0.420 Ha

The geometry in ORCA input format:
```
! wB97M-V def2-TZVPD RIJCOSX def2/J DEFGRID3
* xyz 3 1
Zr -17.253 -3.276 3.188
C -17.136 -4.854 1.750
Si -17.632 -3.921 0.171
C -18.857 -2.504 0.676
N -18.935 -2.135 2.126
C -18.203 -0.769 2.227
C -18.793 0.190 3.235
C -20.231 0.568 2.870
C -20.954 -0.585 2.079
C -20.340 -1.883 2.578
C -18.393 -5.171 -0.922
C -17.733 -5.534 -2.115
C -18.279 -6.616 -2.858
C -19.448 -7.246 -2.433
C -20.053 -6.921 -1.228
C -19.473 -5.933 -0.431
C -16.328 -3.063 -0.835
C -14.983 -3.151 -0.420
C -13.968 -2.274 -0.865
C -14.288 -1.461 -1.961
C -15.587 -1.429 -2.484
C -16.571 -2.276 -1.950
H -16.109 -5.329 1.597
H -17.874 -5.646 1.990
H -19.818 -2.920 0.399
H -18.755 -1.592 0.017
H -18.234 -0.250 1.265
H -17.140 -0.919 2.373
H -18.204 1.140 3.360
H -18.800 -0.284 4.217
H -20.395 1.521 2.389
H -20.819 0.749 3.801
H -20.863 -0.497 0.997
H -21.984 -0.618 2.366
H -20.892 -2.795 2.258
H -20.342 -1.894 3.677
H -16.845 -5.024 -2.518
H -17.773 -6.968 -3.743
H -19.874 -8.052 -3.027
H -20.881 -7.524 -0.891
H -19.879 -5.707 0.575
H -14.653 -3.748 0.431
H -13.027 -2.282 -0.303
H -13.513 -0.778 -2.324
H -15.836 -0.637 -3.230
H -17.552 -2.270 -2.392
C -15.055 -0.798 4.634
C -14.318 -2.094 4.497
O -15.101 -3.200 4.042
C -14.480 -4.394 4.590
C -14.823 -5.615 3.793
H -14.340 -0.140 5.167
H -16.043 -0.871 5.115
H -15.281 -0.401 3.647
H -13.898 -2.386 5.492
H -13.457 -2.031 3.816
H -14.750 -4.523 5.638
H -13.415 -4.162 4.618
H -15.856 -5.978 3.956
H -14.184 -6.433 4.076
H -14.591 -5.517 2.733
C -17.996 -3.450 6.737
S -18.618 -4.063 5.122
C -19.296 -5.745 5.346
H -18.763 -2.935 7.391
H -17.267 -2.704 6.454
H -17.551 -4.250 7.351
H -19.706 -6.104 4.388
H -20.074 -5.634 6.114
H -18.511 -6.407 5.798
*
```

=====

(4)
Formula: C25H41BF3NP
Source: the OMol25 dataset
Level of theory: ωB97M-V with the def2-TZVPD basis set

Computed properties:
Gap between HOMO and LUMO   6.12 eV
LUMO level   0.090 Ha

The geometry in ORCA input format:
```
! wB97M-V def2-TZVPD RIJCOSX def2/J DEFGRID3
* xyz -1 1
C 3.288 1.311 0.873
C 4.324 0.764 -0.120
C 3.786 0.470 -1.535
C 3.754 -1.001 -1.993
C 3.288 -2.026 -0.963
C 1.864 -1.765 -0.458
C 1.098 -3.043 -0.110
C -0.082 -2.845 0.848
C -1.407 -2.356 0.233
B -1.491 -0.987 -0.690
N -0.999 -1.164 -2.172
C -0.762 0.360 -0.032
C -0.708 0.432 1.469
F -0.710 1.775 1.952
P -3.472 -0.653 -0.888
C -3.497 0.804 -2.053
C -3.965 0.238 0.657
H 3.774 1.952 1.614
H 2.765 0.523 1.416
H 2.537 1.916 0.360
H 4.800 -0.129 0.298
H 5.120 1.513 -0.199
H 4.410 1.013 -2.252
H 2.781 0.893 -1.634
H 3.051 -1.066 -2.832
H 4.736 -1.281 -2.392
H 3.982 -2.070 -0.116
H 3.321 -3.016 -1.434
H 1.322 -1.199 -1.218
H 1.888 -1.132 0.433
H 1.806 -3.751 0.344
H 0.744 -3.522 -1.033
H -0.260 -3.808 1.348
H 0.244 -2.164 1.645
H -2.119 -2.263 1.069
H -1.805 -3.181 -0.377
H -0.315 -1.910 -2.254
H -1.758 -1.465 -2.778
H 0.249 0.500 -0.431
H -1.323 1.244 -0.370
H 0.206 -0.014 1.876
H -1.567 -0.047 1.944
H -2.480 1.169 -2.225
H -3.919 0.517 -3.019
H -4.092 1.625 -1.644
H -3.863 -0.441 1.509
H -3.367 1.135 0.849
H -5.016 0.534 0.592
F -7.295 1.263 -0.630
C -7.865 0.903 -1.797
C -9.066 1.496 -2.139
C -9.665 1.142 -3.339
C -9.062 0.209 -4.170
C -7.857 -0.368 -3.795
C -7.238 -0.030 -2.599
H -9.510 2.221 -1.470
H -10.605 1.600 -3.622
H -9.529 -0.067 -5.107
H -7.383 -1.097 -4.440
H -6.286 -0.464 -2.309
F 8.601 1.999 2.331
C 7.678 1.863 3.308
C 7.961 2.378 4.557
C 7.007 2.239 5.557
C 5.805 1.595 5.299
C 5.553 1.086 4.032
C 6.493 1.218 3.020
H 8.904 2.876 4.733
H 7.207 2.640 6.542
H 5.065 1.492 6.081
H 4.616 0.586 3.821
H 6.310 0.834 2.026
*
```